Record 1
86
Properties=species:S:1:pos:R:3:forces:R:3 method="wB97M-V/def2-TZVPD" total_charge=+1 e_tot_ha=-6770.6241 homo_lumo_gap_ev=6.40 e_above_lowest_kcal_mol=14.16 e_homo_ev=-10.80
Bi 0.3072 0.6929 -1.0008 0.2 -0.3 -0.1
C 2.3322 6.1563 -0.4807 0.0 0.0 0.0
C 1.2418 5.2377 -0.0114 0.0 0.0 0.0
C 0.3386 5.5899 0.9854 0.0 0.0 0.0
C -0.6272 4.6920 1.4080 0.0 0.0 0.0
C -0.6568 3.4537 0.7987 0.0 0.1 0.0
Br -1.9312 2.1673 1.3651 0.0 0.0 0.0
N 0.1773 3.0946 -0.1599 0.1 0.1 0.0
C 1.1145 3.9666 -0.5495 0.0 0.0 0.0
H 2.2096 7.1544 -0.0648 0.0 0.0 0.0
H 2.3387 6.2358 -1.5675 0.0 0.0 0.0
H 3.3074 5.7771 -0.1726 0.0 0.0 0.0
H 0.3929 6.5705 1.4421 0.0 0.0 0.0
H -1.3316 4.9362 2.1890 0.0 0.0 0.0
H 1.8006 3.6131 -1.3097 0.0 0.0 0.0
C 2.7717 -3.1829 4.9879 0.0 0.0 0.1
Si 1.9886 -1.6634 4.2440 -0.2 -0.5 0.0
C 0.1452 -1.5602 4.4713 0.0 0.0 0.1
C 2.8310 -0.1097 4.7495 0.1 0.1 -0.2
Sb 2.0190 -2.4867 1.7073 -0.7 0.8 -0.4
Si -0.2641 -3.3579 0.8008 0.0 -0.2 0.3
C -0.5682 -4.7440 2.0277 0.0 0.0 0.0
C -0.1942 -4.0346 -0.9240 0.1 0.0 0.0
C -1.5283 -1.9979 0.9777 0.0 0.1 0.0
Si 4.0751 -3.4344 0.3291 0.1 0.0 0.1
C 5.2272 -3.9371 1.6927 0.0 0.0 0.1
C 4.7835 -2.2012 -0.8534 -0.1 0.1 0.0
C 3.3000 -4.8652 -0.5703 -0.1 0.0 0.0
H 2.7864 -3.0958 6.0776 0.0 0.0 0.0
H 3.8073 -3.2736 4.6529 0.0 0.0 0.0
H 2.2386 -4.1025 4.7364 0.0 0.0 0.0
H -0.0786 -1.3778 5.5262 0.0 0.0 0.0
H -0.3808 -2.4661 4.1680 0.0 0.0 0.0
H -0.2403 -0.7175 3.8953 0.0 0.0 0.0
H 2.8749 -0.1539 5.8433 0.0 0.0 0.0
H 2.2693 0.7723 4.4478 0.0 0.0 0.0
H 3.8378 -0.0346 4.3480 0.0 0.0 0.0
H 0.2856 -5.4238 2.0940 0.0 0.0 0.0
H -1.4263 -5.3430 1.7119 0.0 0.0 0.0
H -0.7795 -4.3689 3.0309 0.0 0.0 0.0
H 0.2765 -5.0168 -0.9653 0.0 0.0 0.0
H 0.3207 -3.3558 -1.6007 0.0 0.0 0.0
H -1.2286 -4.1473 -1.2633 0.0 0.0 0.0
H -1.2306 -1.2253 1.6850 0.0 0.0 0.0
H -2.4741 -2.4316 1.3115 0.0 0.0 0.0
H -1.7010 -1.5277 0.0074 0.0 0.0 0.0
H 5.4962 -3.0689 2.2971 0.0 0.0 0.0
H 6.1437 -4.3542 1.2677 0.0 0.0 0.0
H 4.7838 -4.6989 2.3374 0.0 0.0 0.0
H 5.4128 -1.4598 -0.3601 0.0 0.0 0.0
H 4.0231 -1.7027 -1.4589 0.0 0.0 0.0
H 5.4052 -2.7717 -1.5514 0.1 0.0 0.0
H 2.7645 -5.5430 0.0981 0.0 0.0 0.0
H 4.0813 -5.4443 -1.0695 0.0 0.0 0.0
H 2.6078 -4.5066 -1.3328 0.0 0.0 0.0
S 2.9782 1.0086 -4.8941 -0.1 0.0 0.1
C 1.8166 0.9067 -3.8260 0.2 0.0 0.0
N 0.9195 0.8225 -3.0492 -0.2 0.1 0.0
S -5.2201 3.1306 -4.9211 0.0 0.0 0.0
C -3.9211 2.6167 -3.8538 -0.1 0.0 -0.1
C -4.0632 1.6904 -2.8253 0.0 0.0 0.0
C -2.9500 1.3656 -2.0745 0.0 0.1 0.0
N -1.7397 1.8844 -2.2790 0.0 -0.1 0.0
C -1.6050 2.7576 -3.2810 0.0 0.0 0.0
C -2.6542 3.1552 -4.0810 0.0 0.0 0.0
C -6.6411 2.4486 -4.0995 0.0 0.0 0.0
C -7.1684 3.0637 -2.9727 0.0 0.0 0.0
C -8.2757 2.4865 -2.3698 0.0 0.0 0.0
N -8.8656 1.3805 -2.8178 0.0 0.0 0.0
C -8.3626 0.8149 -3.9100 0.0 0.0 0.0
C -7.2530 1.3052 -4.5878 0.0 0.0 0.0
H -5.0155 1.2296 -2.6054 0.0 0.0 0.0
H -3.0388 0.6522 -1.2605 0.0 0.0 0.0
H -0.6096 3.1533 -3.4445 0.0 0.0 0.0
H -2.4890 3.8747 -4.8716 0.0 0.0 0.0
H -6.7289 3.9692 -2.5766 0.0 0.0 0.0
H -8.7128 2.9380 -1.4866 0.0 0.0 0.0
H -8.8651 -0.0782 -4.2634 0.0 0.0 0.0
H -6.8778 0.8076 -5.4716 0.0 0.0 0.0
F 4.3179 -0.6835 2.1846 -0.2 -0.1 0.0
Te 3.1241 0.1827 0.7010 1.7 1.1 0.1
F 2.9287 1.5016 2.0097 -0.1 0.0 0.0
F 4.7607 0.9962 0.2586 -0.1 -0.1 -0.2
F 1.3175 -1.3400 -0.7981 -0.1 0.0 0.0
F 1.1254 -0.2772 1.5789 0.0 -0.8 0.2
O 2.2929 1.3133 -0.5578 -0.5 -0.2 0.1



Record 2
44
Properties=species:S:1:pos:R:3:forces:R:3 method="wB97M-V/def2-TZVPD" e_tot_ha=-1125.4975 smiles="CC(C)CCN1C(=O)c2ccc(C(=O)Nc3ccccn3)cc2C1=O" homo_lumo_gap_ev=8.41 e_above_lowest_kcal_mol=0.00 e_homo_ev=-9.11
C 1.0560 -4.9222 4.6032 -0.2 0.1 0.1
C -0.3083 -4.2964 4.3209 0.0 0.0 -0.1
C -1.2560 -5.3259 3.7089 0.1 0.2 0.2
C -0.1928 -3.0366 3.4531 0.0 -0.2 0.0
C 0.3885 -3.2821 2.0598 -0.1 -0.1 0.3
N 0.4532 -2.0443 1.3121 0.0 -0.3 0.1
C 1.5465 -1.1942 1.3382 0.1 -0.1 0.1
O 2.5692 -1.3945 1.9420 0.0 0.1 0.0
C 1.1715 -0.0450 0.4738 -0.4 0.4 -0.4
C 1.8708 1.0953 0.1388 0.0 -0.2 0.1
C 1.2565 2.0096 -0.7101 -0.1 -0.1 0.0
C -0.0271 1.7864 -1.2022 -0.1 -0.2 0.3
C -0.7259 2.7729 -2.0876 0.2 0.0 0.0
O -1.9202 2.9608 -2.0131 -0.2 0.0 0.0
N 0.1044 3.4038 -2.9675 0.3 -0.1 0.1
C -0.2043 4.3691 -3.9215 -0.2 0.4 -0.3
C -1.4761 4.9098 -4.1022 -0.1 0.0 0.1
C -1.6303 5.8667 -5.0885 0.3 0.0 0.0
C -0.5339 6.2492 -5.8491 -0.1 0.0 0.0
C 0.6846 5.6472 -5.5829 -0.1 0.2 -0.2
N 0.8504 4.7314 -4.6454 0.1 -0.3 0.3
C -0.7405 0.6401 -0.8356 0.1 0.0 0.0
C -0.1218 -0.2685 -0.0074 0.5 0.5 0.0
C -0.5949 -1.5686 0.5374 -0.1 -0.1 0.0
O -1.6410 -2.1378 0.3652 -0.1 0.1 0.0
H 1.7525 -4.1751 4.9760 0.1 0.0 0.0
H 1.4741 -5.3679 3.7042 0.1 -0.1 -0.1
H 0.9601 -5.7051 5.3521 0.1 -0.1 0.1
H -0.7351 -3.9723 5.2776 0.0 0.0 -0.1
H -1.4507 -6.1243 4.4213 0.0 -0.1 0.0
H -0.8242 -5.7715 2.8162 0.0 -0.1 -0.1
H -2.2043 -4.8656 3.4425 -0.1 0.0 -0.1
H 0.4421 -2.3098 3.9662 0.0 0.1 0.0
H -1.1855 -2.5946 3.3366 0.0 0.1 0.0
H -0.2439 -3.9684 1.4940 0.1 0.0 0.0
H 1.4059 -3.6711 2.1287 -0.1 0.0 -0.1
H 2.8623 1.2688 0.5268 0.1 0.0 0.0
H 1.7806 2.9204 -0.9623 0.0 0.1 0.0
H 1.0789 3.1330 -3.0018 -0.2 0.0 0.0
H -2.2994 4.5834 -3.4907 0.0 0.0 0.0
H -2.5996 6.3105 -5.2617 -0.1 0.0 0.0
H -0.6232 6.9922 -6.6253 0.0 0.1 -0.1
H 1.5756 5.9029 -6.1409 0.0 0.1 -0.1
H -1.7447 0.4885 -1.1997 -0.1 0.0 0.0